1.
Entry from the OMol25 dataset: an isolated molecule of C4H9NO2 (ωB97M-V with the def2-TZVPD basis set).

Its structure (SMILES) is C[C@@H](O)CNC=O. For the LUMO energy, the calculation gives 0.81 eV. Its strongest force on any atom is 0.30 eV Å⁻¹. Its spin multiplicity is 1. The gap between HOMO and LUMO comes out at 10.63 eV. For the total energy, the calculation gives -9879.2844 eV. Its net charge is 0.

Each atom is followed by the atoms it is bonded to, with distances in Å.
CARTESIAN COORDINATES (ANGSTROEM)
1 C 0.108 0.418 -2.110  C2 1.524, H8 1.094, H9 1.094, H10 1.097
2 C -0.462 0.429 -0.697  C1 1.524, O3 1.406, C4 1.538, H11 1.101
3 O -1.284 -0.688 -0.462  C2 1.406, H12 0.968
4 C 0.658 0.487 0.355  C2 1.538, N5 1.452, H13 1.095, H14 1.094
5 N 0.172 0.226 1.698  C4 1.452, C6 1.355, H15 1.007
6 C -0.089 -1.034 2.122  N5 1.355, O7 1.219, H16 1.104
7 O 0.181 -2.048 1.502  C6 1.219
8 H 0.604 1.368 -2.327  C1 1.094
9 H -0.694 0.272 -2.840  C1 1.094
10 H 0.838 -0.389 -2.247  C1 1.097
11 H -1.122 1.304 -0.598  C2 1.101
12 H -0.715 -1.434 -0.223  O3 0.968
13 H 1.397 -0.287 0.122  C4 1.095
14 H 1.178 1.449 0.351  C4 1.094
15 H -0.223 0.986 2.228  N5 1.007
16 H -0.546 -1.059 3.126  C6 1.104

2.
Entry from the OMol25 dataset: an isolated molecule of C4H9NO2 in a non-equilibrium geometry (ωB97M-V with the def2-TZVPD basis set).

Its structure (SMILES) is CC(=O)N[C@@H](C)O. For the LUMO energy, the calculation gives 0.78 eV. Its strongest force on any atom is 1.44 eV Å⁻¹. Its spin multiplicity is 1. The gap between HOMO and LUMO comes out at 10.51 eV. For the total energy, the calculation gives -9879.4032 eV. Its net charge is 0.

Each atom is followed by the atoms it is bonded to, with distances in Å.
CARTESIAN COORDINATES (ANGSTROEM)
1 C 2.392 -0.660 0.531  C2 1.508, H8 1.093, H9 1.093, H10 1.094
2 C 1.054 0.019 0.392  C1 1.508, O3 1.229, N4 1.365
3 O 0.919 1.221 0.613  C2 1.229
4 N 0.049 -0.769 -0.088  C2 1.365, C5 1.504, H11 1.010
5 C -1.289 -0.208 -0.488  N4 1.504, C6 1.516, O7 1.400, H12 1.093
6 C -1.859 0.924 0.344  C5 1.516, H13 1.096, H14 1.093, H15 1.094
7 O -1.194 0.139 -1.841  C5 1.400, H16 0.972
8 H 2.630 -0.765 1.593  C1 1.093
9 H 2.403 -1.648 0.064  C1 1.093
10 H 3.157 -0.044 0.049  C1 1.094
11 H 0.305 -1.652 -0.506  N4 1.010
12 H -1.952 -1.075 -0.417  C5 1.093
13 H -2.921 1.055 0.104  C6 1.096
14 H -1.764 0.720 1.414  C6 1.093
15 H -1.386 1.883 0.114  C6 1.094
16 H -0.545 0.862 -1.878  O7 0.972

Question: What is the total energy in the second record?
Answer: -9879.4032 eV